Below is C11H8N4OS as an isolated structure in a non-equilibrium geometry, with properties calculated with the ωB97M-V functional and the def2-TZVPD basis.

Structure (XYZ):
```
25
Properties=species:S:1:pos:R:3:forces:R:3:nbo_charge:R:1
O 4.023794 -0.420793 0.305851 0.2 0.3 -2.1 -0.6095
N -3.766693 -0.247024 3.074201 1.4 -0.2 -0.8 -0.5583
N 0.645486 -0.174642 1.445242 -1.3 0.4 -1.6 -0.3878
S -2.067437 -0.159829 3.084208 -0.6 0.0 -0.2 0.6033
C 3.087277 -0.200590 1.032871 0.4 -0.9 0.9 0.6344
C -4.149845 -0.223835 1.820745 1.9 0.6 -0.2 0.0200
C 1.639444 -0.145505 0.588011 0.1 0.6 0.2 0.2175
C -0.320013 0.271416 -3.109734 0.3 0.5 0.4 -0.1965
C -0.978131 0.257117 -1.912501 1.4 -0.4 0.3 -0.1973
C -3.111247 -0.027207 0.810769 -1.3 -0.7 0.8 -0.3178
C 1.147648 0.209820 -3.143140 -0.5 -0.1 1.2 -0.2595
C -0.536744 -0.029360 0.675155 0.6 -0.3 1.9 0.0415
C -1.857997 -0.048980 1.358982 0.1 0.1 -0.3 -0.2078
C 1.858599 0.084360 -1.960082 -0.7 0.2 -1.3 0.0248
C -0.197028 0.074141 -0.664819 -1.9 0.6 -0.9 0.1291
N 3.392105 -0.152239 2.369273 -2.0 0.7 0.6 -0.8145
N 1.168735 0.050205 -0.725381 1.8 -0.7 -0.4 -0.3099
H -5.180190 -0.354655 1.596992 -0.8 0.1 -0.2 0.1997
H -0.921287 0.429455 -4.031348 0.7 -0.2 0.7 0.2277
H -2.055777 0.363585 -1.926020 0.2 -0.1 0.4 0.2289
H -3.408169 0.015159 -0.223543 0.4 0.0 -0.2 0.2176
H 1.639453 0.287986 -4.122313 0.0 -0.2 0.8 0.2364
H 2.950195 0.004284 -1.966951 -0.6 0.1 0.5 0.2595
H 4.354940 0.091441 2.579117 -0.5 -0.3 0.0 0.4110
H 2.642881 0.045688 3.044413 0.8 0.0 -0.5 0.4074
```
Forces are in eV/Å.

The net charge is 0. As for the relative energy (zero: lowest compared OMol25 entry of this formula, charge and spin): 5.12 kJ/mol. For the total energy, the calculation gives -1116.4396 a.u. The HOMO energy is -8.086 eV.

---

Below is C11H9Cl4N2O3OsS as an isolated structure, with properties calculated with the ωB97M-V functional and the def2-TZVPD basis.

Structure (XYZ):
```
31
Properties=species:S:1:pos:R:3:forces:R:3:nbo_charge:R:1
Os 0.126795 0.682324 0.176461 0.3 -0.2 0.3 1.0121
Cl 5.320279 -3.324039 1.979839 0.0 0.0 0.0 0.1042
C 3.804966 -2.535893 1.909167 0.1 0.1 -0.2 -0.0559
C 2.842531 -2.785548 2.914522 -0.2 0.0 0.1 -0.0875
Cl 3.196970 -3.874328 4.187391 0.0 0.0 0.0 0.0961
C 1.609717 -2.155871 2.881834 0.1 -0.1 0.0 -0.0828
Cl 0.397253 -2.412963 4.057496 0.0 0.0 0.0 0.0888
C 1.362903 -1.279758 1.825122 0.0 0.0 -0.1 0.1938
O 0.248696 -0.604058 1.617048 -0.3 0.1 0.0 -0.5620
C 2.305314 -1.029204 0.830884 0.0 -0.1 0.1 0.3197
O 1.900594 -0.183637 -0.090393 -0.3 0.2 -0.1 -0.6033
C 3.547903 -1.662048 0.861172 0.1 -0.1 0.1 -0.1341
Cl 4.685045 -1.333306 -0.372968 0.0 0.0 0.0 0.0882
S 0.647954 2.203431 -1.075357 0.0 0.2 -0.2 0.1070
C -2.558778 1.324877 -1.090287 0.0 0.0 0.0 0.5230
N -2.988683 0.919030 -2.265813 0.1 0.0 0.0 -0.5261
C -3.524613 2.037424 -3.058912 0.0 0.0 0.0 -0.2289
C -3.437406 3.219820 -2.063264 0.0 0.0 0.0 -0.2297
N -2.795498 2.600168 -0.897421 0.1 0.0 0.0 -0.5206
H -2.844727 -0.012880 -2.617679 0.0 0.0 0.0 0.4420
H -4.546503 1.828653 -3.365585 0.0 0.0 0.0 0.2338
H -2.912692 2.195051 -3.944944 0.0 0.0 0.0 0.2286
H -4.418276 3.603293 -1.790782 0.0 0.0 0.0 0.2320
H -2.830019 4.039103 -2.441828 0.0 0.0 0.0 0.2314
H -2.534745 3.061189 -0.037910 0.0 0.0 0.0 0.4554
C -2.522349 -0.914274 0.114966 0.0 0.0 0.1 -0.6726
C -1.940434 0.470734 -0.034635 0.1 -0.2 0.0 0.1530
O -1.563540 1.179579 1.034337 0.0 0.1 0.0 -0.5493
H -3.612128 -0.869921 0.176734 0.0 0.0 0.0 0.2377
H -2.136004 -1.361803 1.027633 0.0 0.0 0.0 0.2716
H -2.241469 -1.554426 -0.722337 0.0 0.0 0.0 0.2343
```
Forces are in eV/Å.

The net charge is +1. As for the relative energy (zero: lowest compared OMol25 entry of this formula, charge and spin): 13.45 kJ/mol. For the total energy, the calculation gives -3089.1786 a.u. The HOMO energy (alpha / beta) is -11.130 / -11.178 eV.

---

Below is a 2-piece molecular cluster, C11H9F3IN2O2S overall in a non-equilibrium geometry, with properties calculated with the ωB97M-V functional and the def2-TZVPD basis.

Structure (XYZ):
```
29
Properties=species:S:1:pos:R:3:forces:R:3:nbo_charge:R:1
F -4.297783 2.668983 -3.024836 1.2 -4.5 -0.3 -0.3572
C -4.012934 1.212952 -2.827758 -0.9 -0.2 0.8 0.9940
F -2.767942 0.746382 -3.484127 -4.5 2.0 1.8 -0.3252
F -5.172242 0.446878 -3.401625 3.7 2.5 1.0 -0.3621
C -4.045487 0.956894 -1.192861 0.0 -1.4 0.1 -0.4978
C -2.746014 0.101306 -0.632505 0.3 1.1 1.0 -0.4472
C -1.343189 0.992864 -0.595396 2.0 2.1 -0.2 -0.0025
C -1.242137 2.599930 -0.903596 3.1 -4.2 1.5 -0.2618
C 0.258546 3.312572 -0.764792 1.1 -2.9 1.0 -0.2393
C 1.631552 2.519714 -0.334752 -5.0 -1.1 -0.7 -0.2073
I 3.561130 3.544355 -0.113366 -1.9 -0.9 -0.2 0.1951
C 1.525719 0.902279 -0.035012 0.0 -0.3 0.2 0.0735
N 2.706693 0.016088 0.391911 -6.9 0.4 -1.5 -0.4996
S 1.931286 -1.576138 0.584000 -1.8 4.2 -1.0 0.9386
N 0.215022 -1.298521 0.201429 2.2 5.0 -0.9 -0.6048
C 0.034912 0.162406 -0.168926 2.4 -0.5 0.8 0.0938
H -4.993339 0.269686 -0.969967 2.0 1.6 -0.8 0.2547
H -4.214411 1.942273 -0.583321 0.6 -1.8 -1.6 0.2525
H -2.990767 -0.125011 0.513903 0.5 0.4 -2.5 0.2425
H -2.618352 -0.934831 -1.167662 -0.1 2.2 0.9 0.2566
H -2.202661 3.203883 -1.198151 2.3 -1.3 0.6 0.2411
H 0.327363 4.472384 -0.949994 -0.1 -2.6 0.4 0.2334
C 4.434990 -4.338634 3.145172 0.3 -0.8 0.0 -0.7279
C 4.238136 -2.906300 2.679708 -0.1 0.5 0.1 0.7506
O 4.709437 -2.640328 1.539171 -0.6 0.4 0.3 -0.7942
O 3.625840 -2.163360 3.497052 0.3 -0.2 -0.9 -0.7886
H 4.969931 -4.930695 2.396335 -0.1 0.1 0.1 0.1928
H 5.013761 -4.351017 4.073545 -0.2 0.0 0.0 0.1993
H 3.462942 -4.806996 3.326422 0.1 0.1 0.1 0.1971
```
Forces are in eV/Å.

The net charge is -1. For the total energy, the calculation gives -1679.7076 a.u. The HOMO energy is -4.421 eV.

---

- Which of these has the lowest net charge?
  C11H9F3IN2O2S